1.
Formula: C5H9NO2
Source: the Open Molecules 2025 dataset
Level of theory: the ωB97M-V functional and the def2-TZVPD basis

```
! wB97M-V def2-TZVPD RIJCOSX def2/J DEFGRID3
* xyz 0 1
C -1.4717 0.8601 0.8691
C -1.5655 0.3153 -0.5433
C -0.1297 0.5643 -1.1568
C 0.9944 0.5055 -0.1940
C 0.9513 -1.7386 0.6915
N -0.3794 1.0035 1.4324
O 1.8625 1.5557 -0.3251
O 1.6557 -0.6898 0.1312
H -2.3605 0.9278 1.4091
H -1.6484 -0.7026 -0.5203
H -2.3228 0.8066 -1.0796
H -0.1750 -0.1581 -2.0750
H 0.0146 1.5112 -1.6703
H 1.4742 -2.6163 0.6034
H -0.1838 -1.8822 0.3363
H 0.7802 -1.6965 1.7548
H 2.5039 1.4341 0.3364
*
```

Computed properties:
- LUMO level (alpha / beta) (Ha) = 0.0329 / 0.0329
- HOMO energy (alpha / beta) (eV) = -7.9 / -7.9
- energy relative to the best compared isomer or geometry (same formula, charge and spin) (kcal/mol) = 95.8
- Kohn-Sham gap (alpha / beta) (eV) = 8.775 / 8.776

***

2.
Formula: C5H9NO2
Source: the Open Molecules 2025 dataset
Level of theory: the ωB97M-V functional and the def2-TZVPD basis

```
! wB97M-V def2-TZVPD RIJCOSX def2/J DEFGRID3
* xyz 0 1
C 0.4233 0.6577 -1.5183
C 0.3917 0.7203 -2.8554
C 0.7180 1.7770 0.6254
N 0.5945 1.7897 -0.6758
H 0.5566 -0.4181 -0.8229
H 0.3581 1.7371 -3.3844
H 0.1541 -0.1249 -3.4424
H 0.7667 2.7597 1.1062
H 0.7853 0.7715 1.0671
H 0.4680 2.6942 -1.1607
O 0.6309 -1.0199 0.4322
C -0.4253 -1.1510 1.2005
O -0.7977 -0.2320 1.9990
C -1.3177 -2.3510 0.8421
H -1.9895 -2.6414 1.6545
H -1.9225 -1.9809 -0.0008
H -0.7447 -3.2274 0.4990
*
```

Computed properties:
- LUMO level (Ha) = -0.0330
- HOMO energy (eV) = -8.8
- energy relative to the best compared isomer or geometry (same formula, charge and spin) (kcal/mol) = 84.5
- Kohn-Sham gap (eV) = 7.912

***

3.
Formula: C5H9NO2
Source: the Open Molecules 2025 dataset
Level of theory: the ωB97M-V functional and the def2-TZVPD basis

```
! wB97M-V def2-TZVPD RIJCOSX def2/J DEFGRID3
* xyz 0 1
C 0.2247 0.4712 -0.2938
C 0.9234 -0.7054 0.3652
C -0.9228 0.2008 -1.2350
C 0.4030 0.6776 -1.7662
C 0.1695 -1.2236 1.5669
N 0.2420 1.6246 0.5609
O -1.1213 -1.4655 1.2956
O 0.6425 -1.4298 2.6507
H -1.5699 -1.8228 2.0774
H -0.1938 2.4211 0.1095
H -0.2452 1.4395 1.4335
H 1.0062 -1.5282 -0.3500
H 1.9220 -0.4105 0.6898
H -1.7490 0.8968 -1.2408
H -1.2185 -0.8193 -1.4186
H 1.0166 -0.0180 -2.3154
H 0.4706 1.6916 -2.1297
*
```

Computed properties:
- LUMO level (Ha) = 0.0262
- HOMO energy (eV) = -9.0
- structure (SMILES) = NC1(CC(=O)O)CC1
- energy relative to the best compared isomer or geometry (same formula, charge and spin) (kcal/mol) = 19.3
- Kohn-Sham gap (eV) = 9.726

***

4.
Formula: C5H9NO2
Source: the Open Molecules 2025 dataset
Level of theory: the ωB97M-V functional and the def2-TZVPD basis

```
! wB97M-V def2-TZVPD RIJCOSX def2/J DEFGRID3
* xyz 0 1
C -0.3251 -1.0440 -0.3360
C 1.0464 -1.6847 -0.2155
C 0.1398 1.2060 -1.0899
O -1.0611 1.7597 -1.3571
O 1.0153 1.0598 -1.8977
H -1.7485 1.2067 -0.9506
H -1.0961 -1.6568 0.1300
H -0.6460 -0.9758 -1.3788
H 1.8418 -1.0335 -0.5898
H 1.2908 -1.9159 0.8258
H 1.1131 -2.6233 -0.7763
N 0.4684 1.4216 0.3965
C -0.4967 0.2964 1.1035
C -1.1945 0.3989 2.1189
H 0.2654 2.3482 0.7865
H 1.4355 1.1318 0.5376
H -2.0485 0.1049 2.6930
*
```

Computed properties:
- LUMO level (Ha) = 0.0140
- HOMO energy (eV) = -7.1
- energy relative to the best compared isomer or geometry (same formula, charge and spin) (kcal/mol) = 149.5
- Kohn-Sham gap (eV) = 7.508

***

5.
Formula: C5H9NO2
Source: the Open Molecules 2025 dataset
Level of theory: the ωB97M-V functional and the def2-TZVPD basis

```
! wB97M-V def2-TZVPD RIJCOSX def2/J DEFGRID3
* xyz 0 1
C 0.8635 -0.0698 -0.9108
C 0.0921 -1.4737 -0.5733
C -0.1617 -0.0811 1.2834
C -0.3475 1.3949 0.8665
C 0.9750 0.5908 0.5501
H -0.5103 1.1867 -1.7810
H 1.8291 -0.2965 -1.4406
H -0.2459 -1.7916 -1.5782
H 0.8697 -2.1846 -0.0658
H -1.4585 -1.6770 0.6939
H -0.0535 -0.3567 2.3374
H -0.1224 2.4165 1.4338
H -1.7065 0.5791 -0.2126
H 2.0514 0.6644 1.0960
N -0.9075 -0.9109 0.3617
O 0.0996 0.5711 -2.0109
O -1.2668 1.4384 -0.0495
*
```

Computed properties:
- LUMO level (Ha) = 0.0327
- HOMO energy (eV) = -8.8
- structure (SMILES) = O[C@H]1[C@H]2NC[C@@H](O)[C@@H]12
- energy relative to the best compared isomer or geometry (same formula, charge and spin) (kcal/mol) = 94.7
- Kohn-Sham gap (eV) = 9.678

***

6.
Formula: C5H9NO2
Source: the Open Molecules 2025 dataset
Level of theory: the ωB97M-V functional and the def2-TZVPD basis

```
! wB97M-V def2-TZVPD RIJCOSX def2/J DEFGRID3
* xyz 0 1
C -0.5933 -1.1433 1.1732
C -0.5512 -0.9898 -0.2635
C 0.4223 -0.3129 -0.9274
C 1.7262 0.5096 -0.5106
C -1.6332 1.0894 -0.0986
H 0.4480 -1.8924 1.1845
H -0.5066 -0.1631 1.6698
H -1.5056 -1.6961 1.5345
H -0.5896 -2.0570 -0.6033
H 0.5435 -0.6823 -1.9440
H 1.9169 1.1798 -1.4316
H 2.4082 -0.3786 -0.4705
H 1.1307 2.0720 0.4968
H -2.5762 0.6832 0.3006
N -1.0302 0.1555 -0.9750
O 1.8271 1.3304 0.7897
O -1.4370 2.2956 0.0755
*
```

Computed properties:
- LUMO level (Ha) = 0.0232
- HOMO energy (eV) = -10.0
- structure (SMILES) = C[C@@H]1[C@H](CO)N1C=O
- energy relative to the best compared isomer or geometry (same formula, charge and spin) (kcal/mol) = 106.2
- Kohn-Sham gap (eV) = 10.648